Here is a molecular structure, C38H25BrN5O7Rb from the Open Molecules 2025 dataset. Energies are from wB97M-V/def2-TZVPD.

For the total energy, the calculation gives -132298.819 eV. As for the HOMO energy: -0.0873 Ha. The net charge is -2.

Structure (XYZ):
```
77
C38H25BrN5O7Rb | the Open Molecules 2025 dataset | wB97M-V/def2-TZVPD
Rb 0.012 -0.403 -0.572
O -2.719 3.103 -1.824
C -1.982 1.969 -1.918
O -2.217 1.003 -1.247
C -0.909 2.059 -2.969
C -0.905 3.062 -3.920
C 0.120 3.049 -4.860
C 1.081 2.060 -4.797
C 0.994 1.081 -3.804
N 0.000 1.085 -2.922
C 2.057 -0.047 -3.733
O 3.020 0.120 -4.508
O 1.815 -0.975 -2.937
H -3.318 2.933 -1.081
H -1.667 3.827 -3.914
H 0.164 3.814 -5.626
H 1.918 2.003 -5.479
Br 0.009 6.766 4.526
C 0.043 5.453 3.132
C -0.906 5.515 2.097
C -0.895 4.577 1.102
C 0.055 3.481 1.053
O -0.002 2.614 0.158
C 1.042 3.493 2.116
C 2.152 2.560 2.187
N 2.454 1.652 1.342
C 3.663 0.980 1.505
C 4.850 1.629 1.751
C 6.077 0.927 1.799
C 6.126 -0.418 1.581
C 4.925 -1.124 1.308
C 4.900 -2.508 1.017
C 3.717 -3.123 0.746
C 2.532 -2.354 0.803
N 2.515 -1.076 1.070
C 3.694 -0.440 1.292
C 0.992 4.464 3.127
H -1.642 6.310 2.093
H -1.615 4.621 0.292
H 2.795 2.695 3.074
H 4.838 2.707 1.854
H 6.991 1.477 1.987
H 7.067 -0.955 1.586
H 5.836 -3.058 0.993
H 3.665 -4.174 0.491
H 1.566 -2.824 0.632
H 1.736 4.430 3.917
O -2.969 -3.075 -1.542
C -2.464 -3.450 -0.502
N -2.689 -4.748 -0.001
C -1.799 -5.013 1.098
C -1.214 -3.570 1.302
O -0.458 -3.314 2.239
N -1.640 -2.741 0.344
C -0.694 -6.024 0.754
C -0.993 -7.131 -0.036
C -0.032 -8.086 -0.334
C 1.258 -7.951 0.161
C 1.565 -6.857 0.958
C 0.599 -5.904 1.258
C -2.527 -5.533 2.340
C -3.786 -6.111 2.219
C -4.436 -6.649 3.322
C -3.834 -6.610 4.573
C -2.581 -6.024 4.703
C -1.929 -5.494 3.598
H -2.909 -5.443 -0.695
H -1.995 -7.263 -0.429
H -0.292 -8.934 -0.955
H 2.016 -8.688 -0.077
H 2.568 -6.737 1.350
H 0.838 -5.049 1.877
H -4.279 -6.111 1.254
H -5.419 -7.089 3.205
H -4.338 -7.024 5.438
H -2.105 -5.972 5.675
H -0.961 -5.021 3.697
```